No. 1
Formula: C6H10NO2Si
Source: the OMol25 dataset
Level of theory: ωB97M-V with the def2-TZVPD basis set

Geometry as XYZ:
```
20
Properties=species:S:1:pos:R:3:forces:R:3:nbo_charge:R:1
C -2.241171 -1.303306 0.449925 1.282 2.050 -2.640 0.328
C -1.909544 1.206217 -0.249297 -0.606 -0.303 -1.764 0.762
C 1.223081 -1.742176 -0.296610 -0.339 0.609 1.980 -1.131
C 1.333009 1.155218 -1.222960 -0.684 -2.968 -1.792 -1.091
C 0.591430 0.486964 1.863816 -0.753 0.345 -1.931 -1.091
C -1.461728 -0.235260 -0.540104 -0.120 -3.097 1.919 -0.810
N -2.873529 -2.082796 1.016948 0.306 0.135 0.167 -0.443
O -0.889836 1.895126 0.059176 -0.702 0.237 0.370 -0.765
O -3.066448 1.510945 -0.519615 -0.173 0.709 0.584 -0.699
Si 0.395501 0.051909 -0.013131 -0.331 -0.564 0.092 1.661
H 1.025114 -2.072110 -1.351735 0.527 0.068 1.079 0.220
H 2.327470 -1.516537 -0.022857 -1.574 -0.985 -0.719 0.211
H 0.722457 -2.462391 0.515678 1.273 1.288 -1.924 0.225
H 1.036535 2.119255 -1.195831 -1.001 3.205 0.651 0.240
H 2.372651 1.121247 -1.125263 1.859 -0.270 0.238 0.209
H 1.116511 0.909884 -2.305425 0.180 -0.341 0.963 0.218
H 1.543209 0.215875 2.207434 1.818 0.003 0.437 0.206
H 0.370163 1.580213 1.911481 0.078 -1.149 0.526 0.260
H -0.035432 -0.194425 2.418647 -0.867 0.275 0.296 0.231
H -1.579437 -0.643843 -1.600281 -0.173 0.752 1.469 0.259
```
Forces are in eV/Å.

## Properties
Charge ... -1
ΔE to the lowest compared entry with this formula, charge and spin ... 0.430 eV
Strongest force on any atom ... 3.64 eV/A
E_HOMO ... -4.92 eV
2S+1 ... 1
Electronic energy ... -729.41652 Ha
LUMO ... 3.67 eV

=====

No. 2
Formula: C5H7NO
Source: the OMol25 dataset
Level of theory: ωB97M-V with the def2-TZVPD basis set

Geometry as XYZ:
```
14
Properties=species:S:1:pos:R:3:forces:R:3:nbo_charge:R:1
C -1.920317 0.024652 0.045410 0.000 -0.027 0.015 -0.620
C -0.440541 -0.198215 0.011980 -0.304 0.087 -0.133 -0.022
N 0.199734 -1.098353 0.972492 0.152 -0.214 -0.017 -0.552
C 0.671025 0.266311 0.912130 0.086 0.246 0.212 -0.066
C 1.636339 0.486340 -0.253017 0.151 -0.027 -0.034 -0.529
C 0.519539 -0.077174 -1.159466 -0.068 -0.087 -0.345 0.593
O 0.425694 -0.274744 -2.339186 0.001 0.166 0.472 -0.509
H -2.170452 1.052997 -0.234756 0.042 -0.153 0.000 0.219
H -2.288192 -0.167762 1.057157 0.033 0.039 -0.151 0.232
H -2.429998 -0.653436 -0.645425 0.060 0.065 0.084 0.228
H 0.825019 -1.781403 0.548976 0.017 0.142 0.028 0.354
H 0.587710 0.875189 1.805936 -0.019 -0.068 -0.156 0.215
H 2.615253 -0.001731 -0.224339 -0.161 -0.021 0.001 0.222
H 1.769182 1.547334 -0.497894 0.009 -0.148 0.024 0.236
```
Forces are in eV/Å.

## Properties
ΔE to the lowest compared entry with this formula, charge and spin ... 1.958 eV
Strongest force on any atom ... 0.50 eV/A
E_HOMO ... -9.47 eV
2S+1 ... 1
Electronic energy ... -324.65253 Ha
LUMO ... 0.97 eV

=====

No. 3
Formula: C15H18Cl14F13O3S
Source: the OMol25 dataset
Level of theory: ωB97M-V with the def2-TZVPD basis set

Geometry as XYZ:
```
64
Properties=species:S:1:pos:R:3:forces:R:3:nbo_charge:R:1
O -2.336002 9.151637 1.877743 -0.061 -2.467 -2.228 -1.015
S -2.907566 8.008626 1.039871 -3.891 5.243 1.193 2.214
O -3.689339 7.130341 1.981905 1.670 0.312 -2.720 -0.977
O -3.810981 8.683898 -0.146360 3.362 -3.246 3.285 -1.016
C -1.444940 7.168194 0.283031 0.715 -0.199 -1.048 -0.664
C -1.694191 5.658856 -0.173072 -0.844 0.518 0.321 -0.490
C -1.237442 4.558427 0.890882 -1.004 1.737 0.067 0.660
F -2.283009 4.459929 1.836171 2.122 -0.571 -1.486 -0.319
F -0.091801 4.970098 1.605873 -1.637 -1.223 -1.290 -0.336
C -1.003780 3.172661 0.087722 -0.260 1.806 -0.624 0.592
F 0.067846 3.443864 -0.800758 -1.816 -1.133 1.758 -0.319
F -2.173176 3.013493 -0.702623 2.460 -0.338 1.649 -0.311
C -0.741819 1.915252 1.029564 -0.251 -0.573 0.497 0.600
F 0.280680 2.179081 1.964348 -2.254 -0.315 -1.735 -0.299
F -1.983542 1.641924 1.660755 2.733 0.539 -0.898 -0.300
C -0.333851 0.571913 0.281333 -0.098 -0.006 -2.246 0.593
F 0.797207 0.717768 -0.560157 -2.316 0.097 1.873 -0.298
F -1.407347 0.269499 -0.602877 1.871 0.285 1.888 -0.316
C -0.024340 -0.677334 1.225377 1.850 -0.531 0.907 0.574
F 1.404537 -0.830780 1.224209 -3.204 0.537 0.328 -0.312
F -0.386302 -0.523813 2.561772 0.331 -0.059 -2.612 -0.287
C -0.634242 -2.067515 0.717658 -0.199 -2.273 0.963 0.937
F -0.004401 -3.080837 1.479052 -1.417 2.073 -1.460 -0.319
F -0.380894 -2.364053 -0.610922 -1.245 1.020 2.707 -0.293
F -2.000467 -2.165334 1.050991 2.955 0.488 -1.315 -0.308
H -1.199029 7.757010 -0.671792 -0.592 -0.672 1.495 0.251
H -0.566736 7.325753 0.980053 -1.232 -0.393 -0.626 0.256
H -2.831638 5.535718 -0.275199 1.659 0.018 0.171 0.273
H -1.261160 5.515635 -1.208795 -0.233 -0.123 1.439 0.233
C 2.923369 -4.121104 -1.154901 -0.121 -0.034 0.122 -0.406
Cl 3.739441 -3.563102 -2.622517 0.069 -0.092 -0.110 -0.042
Cl 2.409676 -2.760439 -0.151815 0.769 -0.510 -0.320 -0.014
H 2.047135 -4.702467 -1.437056 0.209 0.291 -0.027 0.225
H 3.609766 -4.742796 -0.583285 -0.038 0.148 -0.093 0.222
C 3.001513 -8.025869 -0.609971 0.104 -0.157 -0.144 -0.401
Cl 4.157377 -7.369242 0.554209 -0.025 0.044 0.065 -0.022
Cl 1.501504 -7.091021 -0.621642 -0.134 -0.289 0.000 -0.024
H 3.444927 -7.995005 -1.603681 -0.035 0.120 0.152 0.226
H 2.773586 -9.055018 -0.339448 -0.032 0.194 0.069 0.225
C -3.118570 10.695951 -3.244920 -0.300 0.072 0.035 -0.392
Cl -1.802485 11.377967 -2.282400 -0.005 0.124 0.000 -0.031
Cl -2.798084 9.010413 -3.660935 -0.048 0.008 -0.105 -0.023
H -4.040607 10.747567 -2.668608 0.238 -0.156 0.118 0.242
H -3.222081 11.273415 -4.161664 0.161 -0.115 0.093 0.207
C -1.275275 -10.374427 -0.736017 -0.286 0.042 -0.104 -0.397
Cl 0.423136 -10.765307 -0.435515 0.074 -0.183 -0.023 -0.040
Cl -1.741552 -8.881785 0.084936 -0.093 -0.082 -0.042 -0.008
H -1.425248 -10.251317 -1.806778 0.134 0.063 0.154 0.226
H -1.895565 -11.189276 -0.367848 0.159 0.117 0.054 0.224
C 7.673900 -9.244174 -0.825200 0.210 -0.036 0.078 -0.395
Cl 6.010380 -9.697173 -1.216169 0.065 -0.256 -0.104 -0.035
Cl 7.883069 -7.489815 -0.850867 0.082 -0.050 0.018 -0.014
H 7.915926 -9.614457 0.169057 -0.147 0.115 -0.099 0.223
H 8.342573 -9.690501 -1.558489 -0.173 0.118 0.014 0.222
C 0.338459 -12.335963 3.291646 -0.024 0.227 -0.118 -0.399
Cl 1.837124 -13.263661 3.426361 0.053 0.079 -0.051 -0.026
Cl -1.039714 -13.254403 3.910155 -0.072 0.071 -0.023 -0.027
H 0.438092 -11.417459 3.866639 0.001 -0.203 0.014 0.225
H 0.163027 -12.098062 2.243539 0.045 -0.144 0.149 0.225
C -2.774216 14.848314 -0.497638 0.122 -0.317 0.039 -0.395
Cl -4.454965 14.457414 -0.875515 0.050 -0.061 -0.007 -0.022
Cl -2.504107 16.597039 -0.506403 0.107 0.081 0.019 -0.045
H -2.534860 14.458636 0.489715 -0.128 0.110 -0.109 0.231
H -2.128927 14.387218 -1.242733 -0.161 0.106 0.032 0.229
```
Forces are in eV/Å.

## Properties
Charge ... -1
Strongest force on any atom ... 6.64 eV/A
E_HOMO ... -4.92 eV
2S+1 ... 1
Electronic energy ... -8947.18144 Ha
LUMO ... 1.10 eV

=====

No. 4
Formula: C6H29BO21
Source: the OMol25 dataset
Level of theory: ωB97M-V with the def2-TZVPD basis set

Geometry as XYZ:
```
57
Properties=species:S:1:pos:R:3:forces:R:3:nbo_charge:R:1
O -2.514832 -1.003285 -0.946271 0.010 0.539 0.166 -0.613
C -1.580200 -0.251879 -0.804714 -0.289 -0.090 -0.678 0.719
O -0.369093 -0.589170 -0.476812 0.513 -0.567 0.556 -0.639
B 0.560246 0.527711 -0.640361 0.034 0.006 -0.801 1.167
O -0.281846 1.632186 -1.162923 0.255 0.026 0.445 -0.626
C -1.536143 1.258727 -1.151505 -0.297 -0.301 0.511 0.724
O -2.501639 1.939838 -1.345910 -0.028 0.347 -0.326 -0.618
O 1.603165 0.179004 -1.658990 -0.535 0.095 0.296 -0.624
C 2.781181 0.247038 -1.116583 0.250 -0.460 -0.272 0.699
O 3.819791 -0.014529 -1.674332 -0.011 0.276 0.138 -0.618
C 2.608918 0.681764 0.348822 -0.450 0.194 -0.210 0.723
O 1.319371 0.826760 0.581051 -0.363 -0.011 -0.211 -0.651
O 3.481249 0.898583 1.125401 0.946 0.071 0.631 -0.596
C -2.942867 -2.610984 2.711471 -0.960 0.176 -0.913 -0.637
C -1.983694 -2.438667 3.870123 0.310 -0.687 1.250 -0.011
O -2.433455 -2.901577 5.066587 -0.035 0.283 -0.565 -0.962
H -3.819309 -1.963143 2.848841 0.065 0.000 0.056 0.181
H -3.357385 -3.618625 2.587432 0.277 -0.138 0.418 0.179
H -2.525443 -2.363011 1.722562 0.231 0.194 0.101 0.162
H -1.689185 -1.358441 3.892513 -0.079 0.311 -0.100 0.056
H -1.014963 -2.922188 3.580489 0.129 -0.210 -0.227 0.046
O -4.525291 3.852482 0.125503 0.082 0.081 0.187 -0.947
H -3.892998 4.510415 -0.178036 0.043 -0.124 -0.008 0.457
H -4.035744 3.018263 0.103110 -0.157 0.059 -0.031 0.490
O 6.410740 1.102369 -1.529360 -0.446 0.013 -0.187 -0.970
H 6.322093 2.030529 -1.292704 -0.009 -0.093 0.071 0.455
H 5.491276 0.755381 -1.542385 0.568 0.053 0.154 0.497
O -5.425817 0.433498 -0.489816 -0.068 -0.188 -0.210 -0.962
H -4.724570 -0.176327 -0.761692 -0.001 0.183 0.124 0.481
H -5.712390 0.862962 -1.307364 0.199 0.096 0.118 0.478
O 1.351629 0.125594 -4.713792 0.110 -0.111 -0.234 -0.945
H 1.540436 -0.775667 -4.418440 -0.045 0.171 0.161 0.490
H 1.917883 0.261369 -5.483213 -0.069 -0.046 0.092 0.468
O 0.652824 -3.510260 -2.048708 -0.164 0.006 -0.035 -0.972
H -0.315287 -3.407024 -2.043249 0.187 -0.178 -0.042 0.497
H 0.868145 -3.818147 -1.162365 -0.050 0.104 -0.038 0.467
O 3.377636 1.180183 4.184121 0.329 0.188 -0.014 -0.940
H 4.093171 0.927653 4.776382 -0.100 -0.102 -0.064 0.456
H 3.720735 1.017239 3.293755 -0.356 -0.065 0.072 0.482
O 1.217441 -1.794492 2.529976 0.350 0.001 -0.385 -0.947
H 0.790978 -2.651650 2.409395 -0.212 0.164 0.232 0.472
H 0.705823 -1.194848 1.975226 -0.091 -0.084 0.111 0.467
O -4.924732 2.539647 -2.631282 0.104 -0.121 -0.264 -0.973
H -4.050537 2.340028 -2.248419 -0.293 0.069 0.012 0.504
H -4.739304 2.937075 -3.487094 0.012 -0.062 0.060 0.457
O 2.870276 2.354052 -3.579071 0.017 -0.090 -0.034 -0.975
H 2.313175 1.563685 -3.700026 0.066 0.172 0.077 0.497
H 3.621795 2.041023 -3.063324 -0.064 -0.071 -0.103 0.467
O 6.384235 0.620936 2.330636 -0.158 0.143 0.161 -0.948
H 6.479521 1.336600 2.967531 -0.032 -0.034 -0.067 0.456
H 5.492004 0.734899 1.969566 0.161 -0.098 -0.203 0.491
O -1.047885 1.863092 2.430854 -0.012 -0.152 -0.016 -0.961
H -1.672675 1.432619 3.029257 0.102 -0.048 -0.102 0.479
H -0.244845 1.330012 2.500886 -0.071 0.098 0.033 0.480
O -2.328844 -3.568063 -2.056334 -0.112 0.601 0.168 -0.985
H -3.100915 -3.742849 -2.601105 0.072 -0.021 -0.003 0.467
H -2.503846 -2.688392 -1.645311 0.135 -0.565 -0.059 0.507
```
Forces are in eV/Å.

## Properties
Charge ... -2
Strongest force on any atom ... 1.46 eV/A
E_HOMO ... -0.51 eV
2S+1 ... 1
Electronic energy ... -1851.20926 Ha
LUMO ... 3.91 eV

=====

LUMO of number 1 (C6H10NO2Si)?
3.67 eV

=====

Which of these has the highest LUMO?
C6H29BO21

=====

Look up the 2S+1 of the first one.
1